No. 1
# C4H10O

A 2-piece molecular cluster, C4H10O overall at a distorted geometry (the ωB97M-V functional and the def2-TZVPD basis, the Open Molecules 2025 dataset).

XYZ file:
```
15
Properties=species:S:1:pos:R:3:forces:R:3
C -0.0970 0.3016 2.0215 0.79 0.80 -0.30
C -1.0998 1.1236 2.2997 0.25 -0.61 -0.24
C -1.8885 1.8531 1.2629 -1.25 -0.37 0.55
H 0.5284 -0.2585 2.7033 -0.43 -0.02 0.37
H 0.3195 0.3623 1.0210 -0.16 -0.32 -0.18
H -1.5327 1.2246 3.2890 0.23 -0.21 0.17
H -1.4562 2.1335 0.3108 0.62 0.13 0.15
H -2.7099 1.1669 0.9979 -0.04 0.29 0.03
H -2.3596 2.6873 1.7868 0.00 0.30 -0.57
C 1.4689 -2.0029 -2.6309 -1.44 0.38 -0.04
O 2.1089 -0.7662 -2.3316 1.77 -0.84 -0.22
H 0.9865 -1.9057 -3.6043 0.06 -0.24 -0.20
H 2.0279 -2.9386 -2.6058 0.61 0.35 0.10
H 0.6538 -2.1156 -1.9108 0.10 -0.01 0.02
H 3.0501 -0.8654 -2.6094 -1.11 0.36 0.35
```
Positions in Å, forces in eV/Å.

Results
Molar mass, g mol⁻¹: 74.12
SMILES: C=CC.CO

***

No. 2
# C4H10O

An isolated molecule of C4H10O (the ωB97M-V functional and the def2-TZVPD basis, the Open Molecules 2025 dataset).

XYZ file:
```
15
Properties=species:S:1:pos:R:3:forces:R:3
C 1.3658 -0.6492 0.4483 -0.03 -0.05 -0.12
C 0.1509 0.1863 0.0144 -0.10 -0.31 -0.03
C -1.0042 -0.1019 0.9825 -0.09 0.03 0.06
C -0.4123 0.0143 -1.4165 0.07 -0.04 0.01
O 0.6152 1.5302 0.1421 -0.21 0.25 -0.03
H 1.0946 -1.6729 0.7279 -0.05 0.13 -0.22
H 2.1691 -0.6784 -0.2934 -0.21 0.05 -0.04
H 1.7739 -0.1680 1.3476 -0.14 -0.11 -0.21
H -0.6601 -0.2464 2.0111 0.01 0.14 -0.13
H -1.7295 0.7188 0.9705 0.05 -0.10 -0.02
H -1.5172 -1.0148 0.6625 0.03 0.09 0.16
H -0.9022 -0.9525 -1.5750 0.24 0.04 0.11
H -1.2031 0.7701 -1.5610 0.19 -0.17 0.08
H 0.3227 0.1708 -2.2125 0.09 -0.04 0.28
H -0.0636 2.0936 -0.2485 0.14 0.11 0.10
```
Positions in Å, forces in eV/Å.

Results
Molar mass, g mol⁻¹: 74.12
SMILES: CC(C)(C)O

***

No. 3
# C4H10O

A 2-piece molecular cluster, C4H10O overall (the ωB97M-V functional and the def2-TZVPD basis, the Open Molecules 2025 dataset).

XYZ file:
```
15
Properties=species:S:1:pos:R:3:forces:R:3
C 1.5119 -0.3981 0.0223 -0.03 -0.06 0.18
C 0.6445 0.1937 0.8469 0.32 0.04 0.04
C 0.9078 1.4620 1.5949 0.06 0.01 0.06
O -0.5867 -0.2982 1.1639 -0.05 -0.12 -0.28
H 2.5246 -0.0190 -0.0496 -0.22 0.11 -0.20
H 1.2799 -1.3111 -0.5223 -0.01 0.10 0.20
H 1.8705 1.8869 1.3063 -0.11 -0.06 0.09
H 0.1227 2.2047 1.4079 0.10 -0.21 -0.04
H 0.9042 1.2469 2.6670 0.03 0.10 -0.05
H -0.7272 -1.1164 0.6691 -0.04 0.09 0.08
C -1.6925 -0.7712 -1.8139 0.03 0.03 -0.11
H -1.9572 -0.0120 -1.0726 -0.09 -0.30 -0.08
H -0.6733 -0.5630 -2.1447 -0.10 -0.12 -0.03
H -1.7571 -1.7893 -1.4100 0.04 0.29 0.07
H -2.3721 -0.7158 -2.6652 0.07 0.08 0.06
```
Positions in Å, forces in eV/Å.

Results
Molar mass, g mol⁻¹: 74.12
SMILES: C=C(C)O.C

***

No. 4
# C4H10O

A 2-piece molecular cluster, C4H10O overall at a distorted geometry (the ωB97M-V functional and the def2-TZVPD basis, the Open Molecules 2025 dataset).

XYZ file:
```
15
Properties=species:S:1:pos:R:3:forces:R:3
C 0.4788 1.4640 1.2891 -0.06 -0.03 -0.23
C 0.3092 0.0612 0.8189 0.97 -0.10 0.82
C 1.2620 -0.5105 -0.1458 -0.37 -0.06 0.58
C -1.3367 -0.5592 -1.4985 -0.21 -0.24 -0.14
O -0.6478 -0.5986 1.3631 0.40 0.38 -0.82
H 1.2105 1.9856 0.6695 -0.10 -0.09 0.13
H -0.4963 1.9476 1.2000 0.06 0.03 0.08
H 0.7968 1.5083 2.3412 -0.14 -0.21 -0.26
H 2.2822 -0.1162 -0.0337 -0.41 0.10 -0.07
H 1.2296 -1.6028 -0.1803 -0.01 0.23 0.05
H 0.6575 -0.1988 -1.0454 0.06 0.01 -0.28
H -1.0463 -0.2800 -2.5360 0.06 -0.04 0.41
H -1.4615 -1.6609 -1.5566 -0.14 0.11 -0.07
H -2.3519 -0.1493 -1.3701 0.10 -0.09 0.01
H -0.8862 -1.2904 0.6848 -0.21 0.00 -0.20
```
Positions in Å, forces in eV/Å.

Results
Molar mass, g mol⁻¹: 74.12

***

No. 5
# C4H10O

A 2-piece molecular cluster, C4H10O overall at a distorted geometry (the ωB97M-V functional and the def2-TZVPD basis, the Open Molecules 2025 dataset).

XYZ file:
```
15
Properties=species:S:1:pos:R:3:forces:R:3
C -3.4559 1.6260 2.0658 0.63 -0.29 0.64
C -2.1669 1.1703 1.3871 0.99 -0.19 1.46
H -3.6185 2.6964 1.9384 -0.32 -0.18 -0.36
H -3.3531 1.4861 3.1473 -0.01 0.01 -0.08
H -4.2935 1.0070 1.7699 -0.32 0.24 -0.23
H -1.7052 0.3062 1.8678 -0.87 -0.90 -0.04
H -2.2580 0.9410 0.3333 0.23 0.50 -0.25
H -1.3312 1.8059 1.7187 -0.32 0.81 -1.13
C 4.0872 -1.5900 -2.4564 0.18 0.06 -1.69
C 2.8467 -1.8579 -1.8690 -0.04 -0.69 0.81
O 1.8016 -1.1115 -1.9989 1.03 1.36 0.18
H 4.8721 -2.3270 -2.5457 -0.07 -0.33 0.60
H 4.3078 -0.6914 -3.0235 -0.40 0.29 0.26
H 2.7566 -2.7169 -1.2035 0.12 0.04 0.18
H 1.5104 -0.7443 -1.1314 -0.83 -0.72 -0.33
```
Positions in Å, forces in eV/Å.

Results
Total charge: +1
Molar mass, g mol⁻¹: 74.12
Spin multiplicity: 2

***

No. 6
# C4H10O2

An isolated molecule of C4H10O2 at a distorted geometry (the ωB97M-V functional and the def2-TZVPD basis, the Open Molecules 2025 dataset).

XYZ file:
```
16
Properties=species:S:1:pos:R:3:forces:R:3
O -0.5618 1.6190 -2.1730 -1.08 -1.46 -1.16
C -0.2017 1.2506 -0.8377 -0.11 -1.71 -3.35
C 0.4945 -0.0793 -0.7816 -1.00 -0.24 -0.40
C 0.9494 -0.3676 0.6232 -1.26 -1.05 1.70
C -0.2576 -0.5750 1.6558 -0.67 3.61 -1.19
O -1.1754 -1.4786 1.1359 -0.48 -0.46 -1.97
H -1.2016 0.9023 -2.5030 1.44 1.70 0.68
H -1.0829 1.2398 -0.3476 -2.93 -0.46 2.24
H 0.3068 2.0416 -0.4383 2.00 1.90 0.89
H -0.1294 -0.9454 -1.2567 0.53 1.51 1.06
H 1.3233 -0.0875 -1.4469 1.01 0.27 -0.50
H 1.2778 -1.3948 0.5410 1.07 -0.31 0.44
H 1.7352 0.2932 1.0496 -0.53 -0.41 -0.53
H 0.0266 -1.1163 2.4698 1.83 -0.34 2.95
H -0.8331 0.4083 1.9640 1.34 -1.68 -0.56
H -0.6700 -1.7104 0.3456 -1.15 -0.86 -0.29
```
Positions in Å, forces in eV/Å.

Results
Molar mass, g mol⁻¹: 90.12
SMILES: OCCCCO

***

No. 7
# C4H10O2

A 2-piece molecular cluster, C4H10O2 overall (the ωB97M-V functional and the def2-TZVPD basis, the Open Molecules 2025 dataset).

XYZ file:
```
16
Properties=species:S:1:pos:R:3:forces:R:3
C -2.1727 0.4221 0.4658 -0.04 0.01 0.01
C -0.6855 0.1738 0.2757 -0.15 0.38 -0.10
O -0.4472 -1.1745 0.6440 0.29 -0.13 0.03
C -0.2482 0.4415 -1.1626 0.00 -0.01 -0.03
C 3.1605 0.0020 0.3253 -0.40 -0.23 0.16
O 2.5448 -1.1641 0.2894 0.42 0.19 -0.14
H -2.4657 0.2118 1.4986 0.05 0.04 -0.14
H -2.4282 1.4607 0.2307 0.04 -0.15 0.04
H -2.7471 -0.2378 -0.1942 0.09 0.09 0.08
H -0.1268 0.8503 0.9476 -0.09 -0.14 -0.09
H 0.5043 -1.3342 0.5725 -0.21 -0.04 0.03
H -0.4433 1.4813 -1.4476 0.02 -0.14 0.06
H -0.7954 -0.2180 -1.8454 0.06 0.09 0.09
H 2.4176 0.6273 0.8802 0.17 -0.03 -0.10
H 0.8231 0.2525 -1.2932 -0.15 0.03 0.00
H 3.1097 -1.7946 -0.1869 -0.10 0.05 0.09
```
Positions in Å, forces in eV/Å.

Results
Molar mass, g mol⁻¹: 90.12

***

No. 8
# C4H10O2

A 2-piece molecular cluster, C4H10O2 overall (the ωB97M-V functional and the def2-TZVPD basis, the Open Molecules 2025 dataset).

XYZ file:
```
16
Properties=species:S:1:pos:R:3:forces:R:3
C -0.7266 -0.9111 2.0540 -0.17 -0.13 0.13
O 0.1871 0.0470 1.5686 0.18 -0.11 -0.10
C -0.4230 0.9012 -0.1929 -0.12 0.06 -0.17
C 0.4877 0.7296 -1.3524 0.17 0.09 0.46
C 1.1185 -0.4832 -0.7548 0.15 -0.10 -0.38
O -0.1728 0.4982 -2.5853 -0.14 0.17 -0.15
H -1.6262 -0.4019 2.4181 0.11 -0.09 -0.04
H -1.0149 -1.6256 1.2652 0.05 0.12 0.11
H -0.2904 -1.4730 2.8889 -0.07 0.09 -0.12
H -0.4530 1.8118 0.3964 0.04 -0.15 -0.09
H -1.3377 0.3129 -0.2276 0.16 0.05 0.03
H 1.1967 1.5651 -1.4240 -0.11 -0.14 0.00
H 2.2049 -0.5355 -0.8281 -0.16 0.02 0.04
H 0.6061 -1.3889 -1.0839 0.04 0.11 0.09
H 0.7963 -0.3808 0.7472 -0.17 0.14 0.20
H -0.5527 1.3342 -2.8892 0.05 -0.16 -0.02
```
Positions in Å, forces in eV/Å.

Results
Molar mass, g mol⁻¹: 90.12

***

Values for relative energy (zero: lowest compared OMol25 entry of this formula, charge and spin), kJ/mol, ordered as above
173.5 14.7 76.4 477.9 165.2 222.0 341.8 522.3
Values for DFT total energy, eV, ordered as above
-6356.0050 -6357.6508 -6357.0111 -6352.8493 -6346.6124 -8403.2459 -8402.0047 -8400.1339